Record 1
DFT (ωB97M-V/def2-TZVPD) results for a structure of composition C13H23BeN4O2P2.

Atoms and positions in Å:
N  0.151  1.061  -0.851
H  -0.788  -2.319  -1.505
H  3.024  -1.587  2.466
C  1.391  1.349  -1.304
O  -0.265  -2.407  -0.629
H  -3.089  1.370  2.437
H  2.253  -2.028  -1.574
C  0.076  0.753  3.366
H  -2.087  -0.942  -2.490
C  -0.752  1.862  -2.923
O  -1.705  -1.856  -2.640
Be  -0.185  0.512  0.648
P  2.333  -0.685  0.395
H  -4.096  1.807  1.007
C  0.029  0.101  5.569
H  2.712  1.689  0.369
H  3.469  0.870  -0.995
H  0.999  -1.179  0.578
H  -3.079  0.807  -1.899
C  2.935  -1.957  -0.716
C  0.503  2.301  -3.305
H  0.646  2.846  -4.233
H  2.619  2.332  -2.750
H  2.916  0.202  2.543
H  3.960  -1.718  -1.029
H  -0.008  -3.347  -0.501
H  -4.274  -1.099  0.145
H  2.909  -2.911  -0.171
N  0.035  1.002  4.603
P  -2.315  0.258  0.446
H  -3.493  -1.370  1.740
N  0.020  -0.614  6.496
H  -2.472  2.546  1.255
C  -0.940  1.200  -1.698
H  -2.276  -2.320  -3.271
C  2.537  0.928  -0.411
C  1.601  2.033  -2.489
H  -2.764  -2.083  0.266
H  4.313  -0.571  1.727
N  0.128  0.741  2.181
C  -3.314  -1.222  0.666
C  -2.188  0.634  -1.280
H  -1.632  2.029  -3.541
C  -3.073  1.633  1.369
C  3.237  -0.651  1.933

## Properties
- net charge = +1
- DFT total energy (hartree) = -1575.957208

=====

Record 2
DFT (ωB97M-V/def2-TZVPD) results for the ion C3H5N4 with charge +1.

Atoms and positions in Å:
N  1.804  -0.773  0.713
C  1.451  0.350  0.895
H  -1.782  0.036  -2.116
N  1.382  -1.839  0.128
H  -2.189  0.458  -0.434
C  -1.873  -0.351  -1.099
H  1.026  1.874  2.132
C  -0.654  -0.902  -0.639
N  1.398  1.578  1.235
H  1.848  2.293  0.670
H  -2.658  -1.112  -1.069
N  0.247  -1.612  -0.416

## Properties
- net charge = +1
- DFT total energy (hartree) = -335.906742